C14H16BClF4N4O5Se4V | the ωB97M-V functional and the def2-TZVPD basis

Structure (XYZ):
```
50
C14H16BClF4N4O5Se4V, DFT the ωB97M-V functional and the def2-TZVPD basis
V 0.36 -1.55 0.31
Se 3.29 -0.62 2.90
Se 3.55 1.54 3.73
Se 4.12 -0.68 -0.92
Se 2.57 -0.21 0.72
F -1.44 -2.66 -0.97
B -2.18 -2.27 -2.14
F -1.66 -2.98 -3.24
F -2.02 -0.89 -2.35
F -3.52 -2.58 -1.95
O -0.10 -4.04 3.44
Cl -0.29 -3.28 2.26
O -1.59 -3.50 1.69
O 0.75 -3.61 1.25
O -0.10 -1.85 2.50
N -0.14 7.78 5.05
C -0.30 6.81 4.45
C -0.52 5.61 3.68
C 0.40 4.56 3.71
C 0.18 3.41 2.98
C -0.97 3.32 2.20
C -1.89 4.37 2.15
C -1.66 5.51 2.90
N -1.21 2.16 1.44
C -2.41 1.61 1.03
C -2.10 0.45 0.38
N -0.73 0.29 0.38
C -0.23 1.33 1.01
H 1.30 4.63 4.32
H 0.89 2.60 3.05
H -2.76 4.30 1.52
H -2.37 6.33 2.88
H -3.36 2.04 1.29
H -2.75 -0.29 -0.05
H 0.82 1.50 1.17
C 1.31 -3.15 -4.84
N 1.36 -2.21 -3.75
C 1.31 -0.78 -4.03
C 1.10 -2.58 -2.49
C 1.09 -4.04 -2.14
O 0.88 -1.71 -1.65
H 1.76 -2.69 -5.72
H 0.28 -3.44 -5.08
H 1.88 -4.05 -4.61
H 1.68 -0.61 -5.04
H 1.94 -0.26 -3.32
H 0.28 -0.41 -3.94
H 0.23 -4.52 -2.63
H 0.98 -4.15 -1.07
H 2.01 -4.53 -2.46
```

Calculated values
Energy above the lowest of the compared OMol25 structures with the same formula, charge and spin (eV): 1.0538
E_HOMO (alpha / beta) (Ha): -0.036 / -0.036
Electronic energy (hartree): -12572.751860
Spin multiplicity: 4
Kohn-Sham gap (alpha / beta) (Ha): 0.178 / 0.178
Lowest unoccupied orbital energy (alpha / beta) (Ha): 0.1424 / 0.1420
Net charge: -2

C6H16NO | the ωB97M-V functional and the def2-TZVPD basis

Structure (XYZ):
```
24
C6H16NO, DFT the ωB97M-V functional and the def2-TZVPD basis
C -0.69 -2.09 -1.10
C -0.32 -0.62 -0.75
C -1.30 -0.08 0.32
C -0.38 0.61 1.37
C -0.08 1.94 1.42
C -0.06 -0.29 2.61
N -0.20 0.21 -1.99
H 0.21 -2.75 -1.57
H -1.66 -2.04 -1.52
H -0.88 -2.65 -0.23
H 0.71 -0.76 -0.26
H -1.81 -1.03 0.72
H -2.05 0.53 -0.09
H -0.18 2.66 0.70
H 0.25 2.42 2.30
H -0.27 0.21 3.43
H -0.69 -1.16 2.66
H 0.95 -0.73 2.59
H -1.02 0.88 -2.21
H 0.08 -0.27 -2.94
H 0.54 0.81 -1.94
H 1.83 0.78 -0.40
H 3.27 0.82 -0.96
O 2.39 0.50 -1.20
```

Calculated values
Energy above the lowest of the compared OMol25 structures with the same formula, charge and spin (eV): 3.0769
E_HOMO (Ha): -0.481
Electronic energy (hartree): -367.869372
Kohn-Sham gap (Ha): 0.357
Lowest unoccupied orbital energy (Ha): -0.1243
Net charge: +1

C5H11NO | the ωB97M-V functional and the def2-TZVPD basis

Structure (XYZ):
```
18
C5H11NO, DFT the ωB97M-V functional and the def2-TZVPD basis
N 2.03 0.76 -0.18
C 1.29 -0.47 -0.11
C 0.88 -0.90 1.17
O 1.15 -0.10 2.26
H 2.02 1.18 -1.09
H 2.99 0.68 0.14
H 1.55 -1.25 -0.82
H 0.87 -1.95 1.42
H 1.47 0.74 1.90
C -1.81 0.69 -1.87
C -1.32 0.28 -0.72
C -1.78 -0.24 0.52
H -1.18 1.00 -2.69
H -2.88 0.81 -2.03
H -0.03 0.04 -0.69
H -0.72 -0.73 1.02
H -2.00 0.50 1.29
H -2.54 -1.02 0.46
```

Calculated values
SMILES: N/C=C\O.C=CC
Energy above the lowest of the compared OMol25 structures with the same formula, charge and spin (eV): 4.7477
E_HOMO (Ha): -0.294
Electronic energy (hartree): -326.956870
Kohn-Sham gap (Ha): 0.327
Lowest unoccupied orbital energy (Ha): 0.0329

C15H46N9O12 | the ωB97M-V functional and the def2-TZVPD basis

Structure (XYZ):
```
82
C15H46N9O12, DFT the ωB97M-V functional and the def2-TZVPD basis
N -0.55 0.48 1.04
O 0.39 1.21 1.21
O -0.45 -0.42 0.24
O -1.48 0.54 1.87
C 2.62 -1.34 2.64
O 3.29 -2.09 3.35
N 2.66 -0.05 2.66
N 1.88 -1.79 1.67
H 3.38 0.23 3.32
H 1.93 0.51 2.24
H 1.19 -1.16 1.29
H 2.06 -2.74 1.37
C -0.89 -3.41 -2.03
O -2.01 -3.13 -2.37
N -0.54 -4.64 -2.00
N 0.05 -2.61 -1.54
H 0.42 -4.75 -1.71
H -1.06 -5.39 -2.42
H 0.93 -3.00 -1.25
H -0.32 -1.70 -1.29
C -2.68 -0.25 5.35
O -2.89 -0.58 6.49
N -3.55 -0.53 4.39
N -1.61 0.41 4.92
H -3.24 -0.34 3.45
H -4.29 -1.20 4.56
H -0.84 0.70 5.51
H -1.61 0.64 3.94
C 4.89 3.11 1.90
O 4.53 2.80 0.54
C 3.23 3.30 0.24
C 2.96 3.22 -1.26
N 3.57 1.99 -1.76
C 2.89 0.77 -1.17
C 3.37 -0.46 -1.76
O 4.75 -0.87 -1.47
C 4.90 -1.65 -0.36
H 5.88 2.66 1.94
H 4.30 2.49 2.57
H 4.81 4.19 2.08
H 3.15 4.34 0.55
H 2.60 2.65 0.86
H 3.50 4.05 -1.73
H 1.90 3.41 -1.43
H 4.53 1.91 -1.43
H 1.82 0.94 -1.28
H 3.18 0.64 -0.13
H 3.23 -0.45 -2.84
H 2.76 -1.27 -1.37
H 4.62 -1.29 0.63
H 5.98 -1.80 -0.30
H 4.39 -2.57 -0.64
C -0.45 -0.84 -4.83
O -1.79 -1.24 -4.88
C -2.83 -0.23 -4.99
C -3.09 0.44 -3.59
N -3.40 -0.62 -2.59
C -3.65 0.07 -1.25
C -3.83 -0.97 -0.10
O -4.95 -1.86 -0.12
C -6.20 -1.25 0.21
H 0.26 -1.66 -4.92
H -0.16 -0.30 -3.94
H -0.26 -0.09 -5.60
H -3.71 -0.78 -5.34
H -2.61 0.40 -5.84
H -3.89 1.15 -3.81
H -2.27 1.00 -3.15
H -2.72 -1.37 -2.59
H -4.57 0.62 -1.46
H -2.89 0.83 -1.06
H -3.61 -0.57 0.89
H -2.94 -1.59 -0.22
H -7.03 -1.90 0.47
H -6.44 -0.64 -0.66
H -6.15 -0.47 0.98
O -2.52 2.91 3.24
H -1.74 3.45 3.13
H -2.36 2.14 2.68
O 0.27 2.92 3.31
H 0.48 2.44 4.11
H 0.47 2.31 2.60
```

Calculated values
E_HOMO (Ha): -0.219
Electronic energy (hartree): -1994.724656
Kohn-Sham gap (Ha): 0.304
Lowest unoccupied orbital energy (Ha): 0.0846
Net charge: -1

C4H8N6 | the ωB97M-V functional and the def2-TZVPD basis

Structure (XYZ):
```
18
C4H8N6, DFT the ωB97M-V functional and the def2-TZVPD basis
C -0.66 2.51 -1.33
N 0.62 1.94 -0.71
C 0.43 0.67 -0.21
N 1.29 0.30 0.77
C 1.02 -0.93 1.25
N 1.94 -1.37 2.20
N 0.00 -1.77 0.98
C -0.75 -1.33 0.02
N -1.81 -2.00 -0.35
N -0.68 -0.10 -0.64
H -1.36 2.40 -0.65
H -0.35 3.36 -1.51
H -1.18 1.88 -2.06
H 1.25 1.94 -1.52
H 2.66 -0.69 2.39
H 1.62 -2.09 2.57
H -1.83 -3.02 0.02
H -2.23 -1.71 -1.22
```

Calculated values
SMILES: CNc1nc(N)nc(N)n1
Energy above the lowest of the compared OMol25 structures with the same formula, charge and spin (eV): 1.6955
E_HOMO (Ha): -0.332
Electronic energy (hartree): -485.724026
Kohn-Sham gap (Ha): 0.367
Lowest unoccupied orbital energy (Ha): 0.0359

C4H9N3 | the ωB97M-V functional and the def2-TZVPD basis

Structure (XYZ):
```
16
C4H9N3, DFT the ωB97M-V functional and the def2-TZVPD basis
C 0.34 0.45 -1.59
C -0.61 0.04 -0.47
N -1.57 1.07 -0.10
C 0.16 -0.36 0.79
N -0.45 -0.04 2.02
C 1.32 -0.95 0.69
N 2.48 -1.32 0.59
H 1.00 -0.37 -1.85
H 0.95 1.29 -1.28
H -0.23 0.73 -2.48
H -1.21 -0.83 -0.80
H -1.08 1.89 0.24
H -2.11 1.35 -0.92
H -0.20 -0.67 2.77
H -1.45 0.06 1.91
H 2.67 -2.32 0.49
```

Calculated values
SMILES: C[C@H](N)C(N)=C=N
Energy above the lowest of the compared OMol25 structures with the same formula, charge and spin (eV): 1.7229
E_HOMO (Ha): -0.273
Electronic energy (hartree): -322.027040
Kohn-Sham gap (Ha): 0.307
Lowest unoccupied orbital energy (Ha): 0.0342

C23H28N6O4 | the ωB97M-V functional and the def2-TZVPD basis

Structure (XYZ):
```
61
C23H28N6O4, DFT the ωB97M-V functional and the def2-TZVPD basis
C 3.79 4.75 4.53
N 3.84 3.42 3.97
C 2.54 2.97 3.51
C 2.67 1.61 2.85
N 3.20 0.65 3.79
C 3.25 -0.70 3.26
C 1.83 -1.30 3.13
C 1.25 -1.14 1.77
N 0.30 -0.30 1.48
C 0.05 -0.45 0.14
C -0.86 0.21 -0.67
C -0.89 -0.16 -2.01
N -1.77 0.43 -2.93
C -2.74 1.34 -2.71
O -3.03 1.87 -1.66
C -3.50 1.70 -4.01
O -3.56 0.65 -4.95
C -4.32 -0.43 -4.69
C -5.00 -0.65 -3.49
C -5.75 -1.80 -3.33
C -5.82 -2.73 -4.35
N -6.60 -3.93 -4.18
O -7.19 -4.07 -3.13
O -6.62 -4.72 -5.09
C -5.14 -2.52 -5.55
C -4.40 -1.38 -5.72
C -0.03 -1.14 -2.52
C 0.88 -1.80 -1.72
C 0.91 -1.44 -0.38
N 1.67 -1.87 0.69
C 2.68 -2.88 0.61
C 4.51 1.10 4.25
C 4.37 2.46 4.92
H 4.79 5.06 4.83
H 3.42 5.44 3.78
H 3.13 4.82 5.42
H 2.16 3.69 2.79
H 1.83 2.90 4.35
H 1.68 1.28 2.52
H 3.33 1.70 1.96
H 3.78 -0.74 2.29
H 3.82 -1.31 3.98
H 1.86 -2.36 3.38
H 1.18 -0.79 3.84
H -1.52 0.96 -0.28
H -1.67 0.10 -3.88
H -4.50 2.06 -3.75
H -2.96 2.51 -4.51
H -4.94 0.06 -2.68
H -6.28 -1.99 -2.41
H -5.22 -3.26 -6.33
H -3.87 -1.19 -6.63
H -0.08 -1.40 -3.57
H 1.54 -2.55 -2.12
H 3.54 -2.53 0.05
H 2.28 -3.77 0.12
H 3.01 -3.16 1.61
H 4.90 0.38 4.97
H 5.22 1.18 3.41
H 5.35 2.80 5.25
H 3.71 2.36 5.80
```

Calculated values
SMILES: CN1CCN(CCc2nc3cc(NC(=O)COc4ccc([N+](=O)[O-])cc4)ccc3n2C)CC1
Energy above the lowest of the compared OMol25 structures with the same formula, charge and spin (eV): 2.7602
E_HOMO (Ha): -0.302
Electronic energy (hartree): -1522.673972
Kohn-Sham gap (Ha): 0.288
Lowest unoccupied orbital energy (Ha): -0.0135

C19H19N3O4S | the ωB97M-V functional and the def2-TZVPD basis

Structure (XYZ):
```
46
C19H19N3O4S, DFT the ωB97M-V functional and the def2-TZVPD basis
C 2.24 3.50 1.34
C 2.50 2.02 1.46
O 1.99 1.35 2.33
C 3.41 1.40 0.45
C 4.11 2.14 -0.50
C 4.94 1.48 -1.40
C 5.06 0.11 -1.37
C 4.35 -0.64 -0.42
O 4.54 -1.99 -0.48
C 3.80 -2.81 0.40
C 2.32 -2.73 0.18
C 1.26 -3.07 0.98
C 0.13 -2.77 0.18
C -1.29 -2.95 0.56
O -1.63 -3.49 1.59
N -2.15 -2.50 -0.38
C -3.57 -2.46 -0.16
C -4.08 -1.06 -0.23
N -3.42 -0.06 -0.70
C -4.12 1.10 -0.66
C -3.49 2.36 -1.16
C -5.38 1.00 -0.14
C -6.38 2.08 0.04
S -5.69 -0.65 0.33
N 0.51 -2.30 -0.98
O 1.86 -2.28 -0.99
C 3.54 0.02 0.49
H 1.85 3.73 0.35
H 3.16 4.05 1.49
H 1.52 3.80 2.09
H 4.03 3.21 -0.54
H 5.49 2.05 -2.13
H 5.69 -0.42 -2.07
H 4.15 -3.83 0.18
H 4.02 -2.58 1.45
H 1.27 -3.47 1.98
H -1.78 -1.97 -1.15
H -4.09 -3.07 -0.91
H -3.76 -2.89 0.83
H -3.43 3.10 -0.36
H -4.08 2.78 -1.97
H -2.49 2.14 -1.51
H -7.33 1.67 0.36
H -6.53 2.62 -0.90
H -6.04 2.80 0.79
H 2.98 -0.51 1.24
```

Calculated values
SMILES: CC(=O)c1cccc(OCc2cc(C(=O)NCc3nc(C)c(C)s3)no2)c1
Energy above the lowest of the compared OMol25 structures with the same formula, charge and spin (eV): 2.3515
E_HOMO (Ha): -0.317
Electronic energy (hartree): -1598.818059
Kohn-Sham gap (Ha): 0.327
Lowest unoccupied orbital energy (Ha): 0.0099